The following is a quantum chemistry calculation of a single C3H6O molecule at a distorted geometry, from OMol25.

For the energy above the lowest of the compared OMol25 structures with the same formula, charge and spin, the calculation gives 157.2 kJ/mol. For the HOMO energy, the calculation gives -10.25 eV. As for the structure (SMILES): C[C@H]1CO1. The LUMO energy comes out at 0.0429 hartree. As for the energy: -5254.0646 eV.

```
10
Properties=species:S:1:pos:R:3:forces:R:3
C -1.2491 0.1645 -0.1790 -0.1 -0.2 1.9
C 0.1747 0.1704 0.4383 -2.9 2.0 1.2
C 1.3183 -0.3847 -0.1514 1.0 -0.9 -1.4
H -1.1791 0.2819 -1.2504 -0.1 0.4 -0.2
H -1.9547 0.9298 0.3504 1.4 -1.3 -1.2
H -1.6738 -0.8439 -0.0095 0.0 0.5 0.0
H 0.2235 0.2590 1.5450 -0.3 0.0 -0.7
H 1.1597 -0.9535 -1.1060 0.7 0.6 0.9
H 2.0785 -0.6753 0.5871 0.1 -0.1 -0.9
O 1.1019 1.0518 -0.2246 0.2 -1.1 0.3
```
Forces are in eV/Å.

Mulliken atomic charge list, values in e, 5 entries: -1.050, 0.210, -0.377, 0.315, 0.261